(1)
{"formula": "C4H8O2", "method": "ωB97M-V/def2-TZVPD", "species": ["O", "C", "C", "C", "O", "C", "H", "H", "H", "H", "H", "H", "H", "H"], "positions_angstrom": [[0.851, -0.886, -1.387], [-0.009, 0.110, -1.485], [-1.171, 0.168, -0.654], [-0.955, -0.370, 0.810], [0.377, -0.737, 1.071], [1.114, 0.463, 1.221], [0.807, -1.234, -0.447], [0.332, 0.939, -2.108], [-1.893, -0.589, -0.996], [-1.647, 1.151, -0.711], [-1.555, -1.257, 1.012], [0.786, 1.154, 0.428], [0.871, 0.944, 2.168], [2.186, 0.244, 1.159]], "forces_ev_per_angstrom": [[0.6, -1.0, 0.5], [0.4, 1.0, -0.9], [-0.8, -0.1, 1.0], [0.4, -0.9, -0.8], [-0.8, 0.4, 0.6], [0.3, 0.6, -0.1], [0.1, 0.1, -0.7], [-0.2, -0.2, 0.1], [-0.1, 0.1, -0.1], [0.0, -0.1, 0.1], [-0.2, 0.2, 0.2], [0.5, 0.0, 0.1], [0.1, -0.2, 0.1], [-0.3, 0.1, -0.1]], "total_charge": 0, "gap_ev": [8.98, 6.87], "e_homo_ev": [-8.11, -6.79]}

=====

(2)
{"formula": "C4H8O2", "method": "ωB97M-V/def2-TZVPD", "species": ["O", "C", "C", "C", "C", "O", "H", "H", "H", "H", "H", "H", "H", "H"], "positions_angstrom": [[-1.382, -1.649, -0.485], [-0.922, -0.632, -1.356], [0.082, 0.359, -0.709], [0.500, -0.050, 0.683], [1.274, 0.850, 1.535], [-0.115, 0.656, 1.760], [-1.928, -1.244, 0.201], [-0.434, -1.170, -2.172], [-1.770, -0.086, -1.793], [0.975, 0.447, -1.341], [-0.344, 1.366, -0.631], [0.570, -1.123, 0.850], [1.560, 1.834, 1.157], [1.932, 0.442, 2.303]], "forces_ev_per_angstrom": [[-0.2, 0.1, 0.2], [0.1, 0.2, -0.3], [0.0, 0.0, 0.0], [0.2, -0.1, -0.2], [0.3, 0.1, 0.0], [-0.2, 0.0, 0.1], [0.1, -0.1, -0.1], [-0.1, 0.1, 0.1], [0.2, -0.1, 0.1], [-0.1, -0.1, 0.1], [0.0, -0.1, 0.0], [0.1, 0.2, 0.0], [-0.1, -0.2, 0.1], [-0.1, 0.1, -0.1]], "total_charge": 0, "gap_ev": 11.30, "e_homo_ev": -10.27, "smiles": "OCC[C@H]1CO1"}

=====

(3)
{"formula": "C4H8O2", "method": "ωB97M-V/def2-TZVPD", "species": ["O", "C", "C", "C", "C", "O", "H", "H", "H", "H", "H", "H", "H", "H"], "positions_angstrom": [[1.590, 1.131, -1.228], [1.626, -0.735, -0.049], [0.288, -0.919, 0.338], [-0.751, 0.529, -0.207], [-2.180, 0.242, 0.092], [-1.354, 1.136, 0.877], [1.893, 1.753, -0.543], [2.021, -1.184, -0.956], [2.367, -0.344, 0.648], [-0.250, -1.710, -0.189], [0.083, -0.882, 1.409], [0.534, 1.043, -1.011], [-2.474, -0.673, 0.614], [-2.968, 0.726, -0.492]], "forces_ev_per_angstrom": [[-0.3, 0.2, 0.6], [-0.6, -0.2, 0.2], [0.5, -0.4, 0.1], [-0.4, 0.3, 0.1], [0.1, 0.0, 0.2], [0.1, -0.5, -0.4], [-0.1, -0.2, -0.5], [-0.1, 0.2, 0.2], [-0.2, 0.0, -0.2], [0.1, 0.3, 0.0], [0.1, 0.1, -0.2], [0.5, 0.1, -0.1], [0.1, 0.3, -0.1], [0.3, -0.1, 0.2]], "total_charge": 0, "gap_ev": [7.53, 7.53], "e_homo_ev": [-7.97, -7.97]}

=====

(4)
{"formula": "C4H8O2", "method": "ωB97M-V/def2-TZVPD", "species": ["C", "C", "C", "O", "C", "O", "H", "H", "H", "H", "H", "H", "H", "H"], "positions_angstrom": [[1.054, -1.073, -0.770], [0.552, 0.368, -0.783], [-0.280, 0.787, 0.433], [0.433, 0.597, 1.621], [-1.640, 0.128, 0.542], [-2.049, -0.293, 1.600], [1.651, -1.267, 0.125], [1.686, -1.261, -1.646], [0.230, -1.795, -0.798], [-0.030, 0.565, -1.694], [1.410, 1.048, -0.816], [-0.534, 1.855, 0.290], [-0.205, 0.235, 2.261], [-2.278, 0.104, -0.365]], "forces_ev_per_angstrom": [[0.0, -0.1, 0.0], [0.0, 0.1, -0.1], [-0.1, -0.1, -0.2], [-0.1, 0.0, 0.1], [-0.1, -0.1, 0.3], [0.2, 0.0, -0.4], [-0.1, 0.0, -0.1], [-0.1, 0.0, 0.2], [0.1, 0.1, 0.0], [0.0, 0.0, 0.1], [-0.1, -0.1, 0.0], [0.1, 0.0, 0.1], [0.1, 0.1, -0.1], [0.1, 0.0, 0.1]], "total_charge": 0, "gap_ev": 11.07, "e_homo_ev": -10.29, "smiles": "CC[C@H](O)C=O"}

=====

(5)
{"formula": "C4H8O2", "method": "ωB97M-V/def2-TZVPD", "species": ["C", "C", "O", "C", "C", "H", "H", "H", "H", "H", "H", "O", "H", "H"], "positions_angstrom": [[0.571, -0.771, 0.813], [0.910, 0.500, 1.002], [0.840, 1.297, -0.103], [0.417, 0.464, -1.202], [0.275, -0.975, -0.655], [0.496, -1.537, 1.574], [1.197, 1.023, 1.906], [-0.528, 0.867, -1.588], [1.167, 0.551, -1.993], [-0.724, -1.383, -0.843], [1.013, -1.652, -1.099], [-2.212, 0.347, 0.834], [-2.051, 0.876, 0.045], [-1.371, 0.394, 1.308]], "forces_ev_per_angstrom": [[0.1, 0.1, 0.0], [-0.1, -0.1, 0.2], [0.1, 0.0, 0.0], [0.0, -0.1, -0.2], [0.0, 0.0, -0.1], [0.1, 0.2, -0.1], [0.0, -0.1, -0.1], [0.2, -0.1, 0.1], [-0.1, 0.0, 0.1], [0.2, 0.0, 0.1], [-0.1, 0.1, 0.0], [-0.1, 0.2, 0.0], [-0.1, 0.0, 0.1], [-0.1, -0.1, 0.0]], "total_charge": 0, "gap_ev": 9.64, "e_homo_ev": -8.76, "smiles": "C1=COCC1.O"}

=====

(6)
{"formula": "C4H8O2", "method": "ωB97M-V/def2-TZVPD", "species": ["C", "C", "O", "C", "C", "O", "H", "H", "H", "H", "H", "H", "H", "H"], "positions_angstrom": [[-1.451, 0.450, 0.626], [-0.585, -0.110, -0.491], [-1.000, 0.456, -1.720], [0.847, 0.238, -0.183], [1.641, -0.666, 0.638], [1.863, -0.566, -0.766], [-1.561, 1.530, 0.492], [-2.443, -0.006, 0.654], [-0.960, 0.270, 1.588], [-0.668, -1.209, -0.528], [-0.362, 0.176, -2.391], [1.061, 1.309, -0.168], [1.192, -1.604, 0.968], [2.424, -0.268, 1.281]], "forces_ev_per_angstrom": [[-0.1, 0.0, 0.0], [0.1, -0.1, 0.4], [0.1, 0.0, -0.2], [-0.2, 0.2, 0.1], [0.0, -0.1, 0.3], [0.1, -0.1, -0.2], [0.0, -0.1, 0.0], [0.1, 0.1, -0.1], [-0.2, 0.0, -0.1], [0.0, 0.2, 0.0], [-0.2, 0.0, 0.0], [0.0, -0.2, 0.0], [0.1, 0.1, -0.1], [0.0, -0.1, -0.2]], "total_charge": 0, "gap_ev": 11.28, "e_homo_ev": -10.23, "smiles": "C[C@@H](O)[C@H]1CO1"}

=====

(7)
{"formula": "C4H8O2", "method": "ωB97M-V/def2-TZVPD", "species": ["C", "C", "C", "O", "C", "O", "H", "H", "H", "H", "H", "H", "H", "H"], "positions_angstrom": [[-1.572, -0.532, 0.248], [-0.179, 0.031, -0.038], [1.048, -0.864, -0.340], [2.199, -0.277, 0.215], [0.015, 1.445, -0.376], [0.109, 1.011, 0.975], [-1.794, -0.328, 1.306], [-1.644, -1.613, 0.101], [-2.351, -0.033, -0.340], [1.235, -0.948, -1.422], [0.891, -1.884, 0.042], [1.886, 0.161, 1.025], [-0.830, 2.080, -0.638], [0.985, 1.753, -0.760]], "forces_ev_per_angstrom": [[0.1, -0.1, -0.2], [0.0, 0.0, 0.2], [-0.3, -0.2, 0.0], [0.0, -0.1, 0.2], [0.0, 0.2, -0.2], [0.2, 0.2, 0.3], [0.1, -0.1, -0.3], [0.1, 0.2, -0.2], [0.2, -0.2, 0.0], [-0.3, 0.1, 0.2], [-0.1, 0.2, 0.1], [0.2, 0.0, -0.2], [0.0, -0.1, 0.2], [-0.2, -0.1, -0.3]], "total_charge": 0, "gap_ev": 11.14, "e_homo_ev": -10.17, "smiles": "C[C@@]1(CO)CO1"}

=====

(8)
{"formula": "C4H8O2", "method": "ωB97M-V/def2-TZVPD", "species": ["O", "C", "C", "C", "O", "C", "H", "H", "H", "H", "H", "H", "H", "H"], "positions_angstrom": [[-0.334, 0.803, -1.865], [0.165, -0.224, -1.076], [1.077, 0.370, 0.256], [-0.006, 0.358, 1.322], [-1.232, -0.003, 0.686], [-0.899, -0.955, -0.325], [-1.010, 1.219, -1.300], [1.108, -0.648, -1.359], [1.425, 1.359, -0.053], [1.984, -0.187, 0.599], [-0.167, 1.328, 1.787], [0.220, -0.376, 2.106], [-0.515, -1.886, 0.112], [-1.816, -1.159, -0.889]], "forces_ev_per_angstrom": [[0.0, 0.1, 0.2], [2.8, 0.8, 2.6], [-1.1, 0.2, -0.5], [-0.1, 0.2, 0.4], [-0.3, -0.1, 0.3], [0.1, -0.1, 0.0], [0.2, 0.0, -0.4], [-0.6, -1.2, -2.1], [-0.2, 0.0, 0.1], [-0.8, -0.1, -0.8], [-0.1, 0.0, 0.1], [0.0, 0.1, 0.0], [-0.1, 0.0, 0.0], [0.3, 0.1, 0.0]], "total_charge": 0, "gap_ev": 10.62, "e_homo_ev": -9.63, "smiles": "O[C@H]1CCOC1"}

=====

(9)
{"formula": "C4H8O2", "method": "ωB97M-V/def2-TZVPD", "species": ["C", "C", "O", "C", "C", "O", "H", "H", "H", "H", "H", "H", "H", "H"], "positions_angstrom": [[-1.709, -0.274, -0.398], [-0.270, 0.243, -0.353], [-0.183, 1.462, 0.376], [0.696, -0.717, 0.349], [2.021, -0.010, 0.533], [2.904, -0.037, -0.290], [-2.402, 0.569, -0.492], [-1.874, -0.943, -1.249], [-1.965, -0.813, 0.522], [0.105, 0.400, -1.377], [-0.578, 2.161, -0.160], [0.845, -1.618, -0.254], [0.285, -0.998, 1.325], [2.122, 0.576, 1.467]], "forces_ev_per_angstrom": [[0.0, -0.1, 0.0], [0.0, -0.3, -0.2], [-0.1, 0.3, 0.0], [-0.1, -0.1, 0.0], [0.2, 0.0, -0.2], [-0.3, 0.0, 0.3], [0.1, -0.1, -0.1], [0.1, 0.0, 0.1], [0.0, 0.1, -0.1], [-0.1, 0.0, 0.2], [0.0, -0.1, 0.2], [0.0, 0.1, 0.0], [0.0, 0.1, -0.1], [0.1, -0.1, -0.1]], "total_charge": 0, "gap_ev": 10.49, "e_homo_ev": -9.67, "smiles": "C[C@@H](O)CC=O"}

=====

no.,E_tot (hartree)
1,-307.5277
2,-307.6285
3,-307.4740
4,-307.6751
5,-307.6517
6,-307.6402
7,-307.6332
8,-307.6309
9,-307.6710